{
  "formula": "C9H11N3S",
  "method": "wB97M-V/def2-TZVPD",
  "elements": ["C", "C", "C", "C", "C", "C", "C", "C", "N", "N", "C", "N", "S", "H", "H", "H", "H", "H", "H", "H", "H", "H", "H", "H"],
  "xyz": [[1.723315, 2.265956, 0.552432], [1.708740, 0.811445, 0.098393], [2.714530, -0.078267, 0.424265], [2.698723, -1.406594, -0.043348], [1.622257, -1.910725, -0.786943], [0.611641, -1.022441, -1.080068], [0.595618, 0.314601, -0.619750], [-0.524114, 1.264101, -0.950202], [-1.753429, 1.084687, -0.633633], [-2.149617, 0.006181, 0.056100], [-3.478261, -0.346369, 0.199108], [-3.595940, -1.398111, 1.021918], [-4.768865, 0.398293, -0.483049], [0.880719, 2.458462, 1.244554], [2.698190, 2.613156, 1.018821], [1.568852, 2.971975, -0.275148], [3.572145, 0.247691, 1.070525], [3.613093, -2.054190, 0.107476], [1.628277, -2.942820, -1.190285], [-0.261772, -1.369307, -1.633992], [-0.314580, 2.193082, -1.443027], [-1.473285, -0.514666, 0.621087], [-4.504389, -1.812600, 1.194281], [-2.811839, -1.773529, 1.530489]],
  "forces_ev_per_angstrom": [[0.6, 0.5, 0.4], [-0.7, 0.4, 0.1], [1.2, -0.7, 0.3], [1.0, -0.6, 0.0], [1.1, 0.1, 0.1], [-1.4, 0.6, 0.2], [0.7, 0.1, -0.3], [-0.5, -1.5, 0.9], [0.1, 0.9, -0.8], [0.3, -0.7, 0.4], [0.5, 0.7, 0.0], [-0.4, -1.1, 0.7], [-0.1, 0.1, -0.3], [0.5, -0.1, -0.1], [-1.2, -0.8, -0.3], [0.0, -0.4, 0.0], [-0.9, -0.2, -0.8], [-1.3, 0.8, 0.1], [0.0, 0.8, 0.4], [0.2, 0.1, 0.0], [0.1, 0.3, -0.3], [0.0, 0.2, -0.5], [0.3, 0.4, -0.2], [-0.1, 0.0, -0.1]],
  "e_above_lowest_kcal_mol": 0.0,
  "energy_ev": -24816.056,
  "lumo_energy_ev": 0.535,
  "homo_lumo_gap_ev": 8.64,
  "smiles": "Cc1ccccc1/C=N\\NC(N)=S"
}

---

{
  "formula": "CHBr2NO",
  "method": "wB97M-V/def2-TZVPD",
  "elements": ["C", "N", "O", "Br", "Br", "H"],
  "xyz": [[0.698294, -0.016684, 0.124272], [0.464661, 0.279819, 2.042935], [0.961543, 1.228798, 2.453362], [1.740805, -1.570564, 0.068834], [1.746997, 1.446110, -0.475224], [-0.159846, -0.223395, -0.572044]],
  "forces_ev_per_angstrom": [[-0.3, 0.7, 0.4], [-0.1, -0.2, -0.8], [-0.2, -0.7, -1.1], [0.4, -1.1, 0.4], [-0.2, 0.5, -0.1], [0.5, 0.7, 1.2]],
  "e_above_lowest_kcal_mol": 63.9,
  "energy_ev": -144672.134,
  "lumo_energy_ev": -0.691,
  "homo_lumo_gap_ev": 8.46
}

---

{
  "formula": "C33H41F5N2O5PS",
  "method": "wB97M-V/def2-TZVPD",
  "elements": ["C", "C", "O", "C", "C", "C", "C", "C", "C", "C", "C", "C", "N", "C", "C", "C", "C", "C", "C", "C", "O", "C", "O", "C", "P", "S", "C", "C", "F", "F", "C", "F", "F", "F", "C", "O", "H", "H", "H", "H", "H", "H", "H", "H", "H", "H", "H", "H", "H", "H", "H", "H", "H", "H", "H", "H", "H", "H", "H", "C", "C", "C", "C", "C", "C", "N", "O", "C", "C", "C", "H", "H", "H", "H", "H", "H", "H", "H", "H", "H", "H", "H", "H", "H", "H", "H", "H", "H"],
  "xyz": [[-0.363502, -0.898771, 3.780043], [-0.821480, -1.961102, 2.772521], [-0.386072, -1.605936, 1.440466], [-1.215971, -0.721434, 0.816934], [-0.984826, 0.624634, 0.968894], [-1.738769, 1.572975, 0.341951], [-2.768605, 1.169518, -0.461887], [-3.044400, -0.183162, -0.629911], [-2.267706, -1.131708, 0.010638], [-2.475536, -2.627499, -0.149015], [-1.865915, -3.096290, -1.509468], [-0.966752, -4.320175, -1.309362], [-0.282766, -4.682418, -2.566190], [1.178296, -4.697762, -2.383838], [1.713569, -3.303036, -2.651334], [1.383137, -2.242411, -1.837548], [1.847246, -0.984922, -2.044077], [2.680187, -0.723942, -3.115817], [2.999834, -1.757875, -3.950553], [2.534053, -3.035805, -3.716943], [2.923800, -4.030881, -4.613422], [-4.180677, -0.531789, -1.524097], [-4.306496, -1.613196, -2.073201], [-5.242288, 0.525993, -1.804852], [-6.831733, -0.218267, -2.411665], [-6.989258, -0.224543, -4.354720], [-4.986951, 1.827289, -1.643970], [-6.018215, 2.926463, -1.922277], [-5.489024, 4.156082, -1.810390], [-6.383699, 2.812794, -3.214551], [-7.287262, 2.911118, -0.970523], [-7.252328, 1.955671, -0.042785], [-7.345238, 4.071764, -0.304378], [-8.393443, 2.859734, -1.711632], [-3.586306, 2.198643, -1.199266], [-3.082069, 3.279781, -1.432047], [0.590187, -0.443029, 3.503773], [-0.256834, -1.368025, 4.764262], [-1.105292, -0.102564, 3.898549], [-1.902486, -2.127525, 2.780999], [-0.287139, -2.883699, 3.010624], [-0.169609, 0.954207, 1.609844], [-1.558290, 2.638812, 0.421439], [-3.529565, -2.916768, -0.146595], [-2.001094, -3.144503, 0.688261], [-2.677186, -3.372403, -2.180414], [-1.277637, -2.289097, -1.949130], [-0.239452, -4.121173, -0.512044], [-1.538293, -5.194235, -0.964845], [-0.586141, -5.599390, -2.866005], [1.617182, -5.381125, -3.115170], [1.496028, -5.054048, -1.392494], [0.709694, -2.419628, -1.005401], [1.594431, -0.157417, -1.389171], [3.043133, 0.280418, -3.301301], [3.627640, -1.576137, -4.817427], [2.312469, -3.960876, -5.355849], [-6.776093, -1.564839, -1.996640], [-7.930682, 0.347099, -1.744080], [5.063686, 0.514205, 1.745170], [3.549423, 0.839340, 1.727923], [3.178886, 1.537189, 0.416538], [3.594353, 3.004828, 0.346067], [3.107386, 3.762051, 1.579297], [3.545545, 3.106278, 2.890292], [3.197043, 1.655774, 2.928478], [1.918405, 1.544294, 3.146802], [5.062417, 3.304501, 3.079628], [2.920206, 3.860026, 4.064021], [2.857750, -0.526350, 1.749397], [5.449901, 0.479057, 2.764508], [5.261362, -0.463108, 1.305745], [5.658927, 1.226631, 1.174264], [2.093488, 1.482632, 0.272973], [3.624504, 0.996022, -0.421622], [4.679367, 3.092528, 0.242631], [3.168721, 3.460231, -0.550789], [3.469946, 4.791695, 1.542725], [2.014297, 3.822345, 1.544828], [5.417640, 2.775255, 3.965299], [5.288124, 4.362488, 3.216594], [5.658966, 2.981924, 2.230153], [1.833397, 3.903313, 3.999219], [3.276619, 4.889946, 4.078873], [3.189807, 3.399515, 5.016219], [3.067795, -1.060600, 2.678714], [3.217468, -1.136159, 0.920481], [1.776764, -0.449444, 1.632654]],
  "forces_ev_per_angstrom": [[-0.6, -0.1, 0.3], [1.0, 0.4, 0.3], [-0.4, -0.4, -0.1], [-0.1, 0.5, 0.0], [1.3, 0.6, 1.0], [-0.2, 0.9, -0.4], [-1.3, 0.1, -0.8], [-0.6, 0.4, -0.2], [-0.3, -2.0, 0.2], [0.0, 0.1, -0.7], [-0.1, -0.7, 0.9], [-0.3, -0.1, -0.4], [0.5, -0.3, 0.8], [0.0, 0.2, -0.8], [0.1, -1.0, 0.2], [-0.8, -0.5, 1.2], [0.3, 1.5, 0.1], [-0.1, 0.4, 0.1], [0.7, 0.3, -0.8], [0.4, -0.1, -0.7], [-0.3, 0.0, 0.1], [0.0, -0.6, -0.7], [-0.1, 0.7, 0.6], [-0.5, -0.3, 0.7], [0.3, -0.8, -1.8], [0.0, 0.2, 0.3], [0.3, 0.0, 0.4], [0.8, 0.0, -0.3], [0.1, -0.1, 0.3], [-0.6, -0.2, 0.1], [0.0, 1.5, -0.2], [-0.2, -0.3, -0.3], [0.1, -0.2, 0.1], [0.0, -0.7, 0.2], [0.9, 0.7, 0.1], [-0.6, -0.5, 0.1], [-0.1, -0.2, 0.0], [0.0, 0.1, -0.1], [0.1, 0.0, -0.1], [0.1, 0.0, 0.0], [-0.2, -0.1, -0.3], [0.0, -0.2, 0.0], [0.2, -0.1, 0.2], [0.0, 0.3, 0.1], [0.1, 0.1, -0.2], [0.2, 0.2, -0.1], [-0.1, -0.1, -0.2], [0.0, 0.0, -0.2], [-0.2, 0.3, 0.1], [0.0, 0.0, 0.0], [0.0, 0.1, 0.1], [-0.1, 0.1, 0.0], [0.2, 0.1, 0.1], [-0.2, -0.2, 0.1], [0.0, -0.1, 0.0], [0.0, -0.2, 0.1], [0.2, -0.2, -0.1], [0.0, 0.5, 0.7], [0.4, 0.1, 0.3], [0.3, 0.2, 0.0], [1.6, -1.3, -0.5], [-0.3, 0.6, -0.1], [0.0, 0.0, 0.1], [-0.2, -0.3, -0.5], [1.5, 1.1, 0.6], [-2.3, 0.6, -1.4], [0.3, -0.3, 0.6], [0.2, -0.2, -0.2], [-0.6, -0.3, 0.2], [-0.6, 0.2, 0.3], [0.0, 0.1, 0.0], [-0.2, 0.0, -0.1], [0.0, 0.1, 0.1], [0.0, 0.0, 0.1], [0.0, -0.2, 0.1], [0.0, 0.0, 0.1], [0.0, 0.0, 0.0], [0.1, 0.0, 0.2], [0.0, -0.1, 0.1], [0.0, 0.0, 0.0], [-0.2, 0.0, 0.0], [0.0, -0.1, 0.0], [0.0, -0.2, 0.0], [0.1, -0.1, -0.1], [0.0, 0.0, 0.0], [0.0, 0.0, 0.0], [0.1, 0.1, 0.0], [0.1, 0.0, 0.1]],
  "e_above_lowest_kcal_mol": 0.0,
  "energy_ev": -81812.314,
  "lumo_energy_ev": -1.726,
  "homo_lumo_gap_ev": 6.97,
  "multiplicity": 2
}

---

{
  "formula": "C7H13NO2",
  "method": "wB97M-V/def2-TZVPD",
  "elements": ["C", "C", "C", "C", "C", "C", "C", "N", "O", "O", "H", "H", "H", "H", "H", "H", "H", "H", "H", "H", "H", "H", "H"],
  "xyz": [[-1.578992, -1.201286, 0.699936], [1.294560, 0.137694, -0.695871], [-0.385677, -0.215421, 0.690533], [-0.138529, 0.795206, -0.439971], [-0.083144, 2.238119, -0.104303], [-1.138373, 0.583714, -1.609775], [1.493403, -1.432507, 1.287563], [0.736471, -0.990188, 0.216362], [-1.346088, -2.351900, 0.086069], [-2.541818, -0.948176, 1.368011], [1.363162, -0.336000, -1.715788], [2.101436, 0.645623, -0.098412], [-0.165352, 0.211134, 1.689939], [-0.984923, 2.844468, -0.011536], [0.436443, 2.700272, -1.022422], [0.545971, 2.544753, 0.764084], [-2.171516, 0.588361, -1.168270], [-0.820696, -0.389174, -2.151503], [-1.202416, 1.364841, -2.386912], [0.782429, -1.240772, 2.149889], [1.855382, -2.486765, 1.235891], [2.383371, -0.840689, 1.408824], [-0.435108, -2.221306, -0.192337]],
  "forces_ev_per_angstrom": [[6.2, 1.2, -3.5], [-2.8, -1.5, 1.4], [0.0, -0.2, -0.3], [-0.6, 0.7, -1.7], [1.9, 2.6, -0.9], [0.1, -1.1, -0.3], [0.6, -1.6, 2.6], [0.2, 1.1, -1.9], [-1.3, -2.1, -0.4], [-6.2, 1.3, 4.4], [1.0, 1.2, 1.0], [-0.4, -0.4, -1.4], [-0.6, 0.2, -0.3], [-0.5, -0.7, 0.0], [-0.6, -0.3, 1.3], [-0.3, -0.6, -0.4], [0.9, -0.7, -0.5], [-1.2, 1.3, 0.9], [0.7, 0.0, 0.4], [1.6, -1.1, -0.2], [-0.5, 0.5, 0.1], [0.5, 0.5, 0.3], [1.2, -0.2, -0.5]],
  "e_above_lowest_kcal_mol": 28.0,
  "energy_ev": -13048.081,
  "lumo_energy_ev": [0.740, -2.563],
  "homo_lumo_gap_ev": [5.46, 7.03],
  "multiplicity": 3
}